(1)
Below is a molecular structure, C5H11N3O, with properties calculated with ωB97M-V/def2-TZVPD.

The geometry in XYZ format:
```
20
Properties=species:S:1:pos:R:3:lowdin_charge:R:1
O 2.77622 0.26070 -0.57945 0.01
H -0.89785 1.54462 1.05386 0.08
H -0.91336 0.55831 2.60878 0.08
H -2.01950 -1.42644 -0.79553 0.07
H 1.53587 1.69252 -2.17058 0.10
C 1.02041 -0.82112 0.71618 -0.24
N 1.55399 -1.21309 1.79601 0.07
N -1.00501 0.70226 1.61037 0.01
H -1.02393 -1.35621 1.51220 0.09
N 0.63839 1.22368 -2.22263 0.12
H 3.13199 0.26546 0.32568 0.10
H -3.07821 -0.63916 0.38308 0.08
C 0.51988 0.12145 -1.41112 -0.11
H -0.26463 -0.54864 -1.71260 0.11
H 1.57180 -0.55289 2.58086 0.06
C 1.46558 -0.24229 -0.47730 -0.30
H -2.16848 0.33926 -0.76933 0.07
C -0.98582 -0.49323 0.85040 -0.36
C -2.11882 -0.55661 -0.14225 -0.12
H 0.26147 1.14140 -3.15661 0.10
```

Calculated values
HOMO	-6.607	eV
Kohn-Sham gap	0.2533	hartree
charge	0

(2)
Below is a single C5H11N3O molecule, with properties calculated with ωB97M-V/def2-TZVPD.

The geometry in XYZ format:
```
20
Properties=species:S:1:pos:R:3:lowdin_charge:R:1
H 2.01531 0.97877 0.45435 0.08
H -0.54103 2.34988 0.32076 0.07
C -1.19370 1.81934 1.00667 -0.11
N -0.16297 -0.95394 0.48517 0.02
H 2.25635 1.51332 -1.20474 0.09
H 0.34209 -2.60767 1.52772 0.08
N -1.88248 0.77417 0.26365 -0.04
C 2.24848 0.64224 -0.55291 -0.02
C 1.20371 -0.31731 -1.02422 -0.43
H 0.70655 -1.93004 -1.95220 0.06
H 3.22814 0.16930 -0.59055 0.08
C -1.06248 -0.16738 -0.42682 -0.46
H -1.94042 2.51303 1.38914 0.08
C -0.38263 -2.11849 0.88763 -0.02
H -1.71920 -0.86694 -0.98658 0.15
N 1.49330 -1.33732 -1.69858 0.16
H -0.60217 1.43486 1.84688 0.07
O -0.12429 0.47051 -1.20674 -0.05
H -2.58568 0.30358 0.82024 0.11
H -1.29687 -2.66991 0.64112 0.08
```

Calculated values
HOMO	-8.960	eV
Kohn-Sham gap	0.3508	hartree
charge	0

Going by the computed energies, the most stable comes first: (2), (1).

(1)
Below is 2 unconnected molecules or ions with the total composition C5H11N3O, with properties calculated with ωB97M-V/def2-TZVPD.

The geometry in XYZ format:
```
20
Properties=species:S:1:pos:R:3:lowdin_charge:R:1
C -1.67602 -1.24574 -1.42069 -0.09
H -1.35316 -0.35511 -1.96384 0.08
C 1.88633 1.35052 1.14997 -0.05
H 0.91113 -1.15011 -1.65212 0.14
H -2.66338 -1.08880 -0.98425 0.08
C 0.61937 1.13174 0.38621 -0.39
H 2.54831 2.04424 0.62475 0.08
H -1.01472 -2.04971 0.44677 0.14
H -1.72029 -2.10350 -2.09415 0.08
H 1.65724 1.75454 2.13969 0.09
C 0.66525 -1.51648 -0.64435 -0.35
C -0.55458 0.31466 1.18295 -0.22
H 2.40743 0.39922 1.28382 0.08
N -0.72267 -1.50247 -0.35716 -0.08
H 1.03801 2.34374 -1.03173 0.06
N 0.28241 1.72991 -0.70477 0.12
N -1.75238 0.79264 1.15963 0.08
H -0.13697 -0.22161 2.04209 0.11
O 1.47464 -1.90008 0.17820 0.01
H -1.89595 1.27241 0.25899 0.04
```

Calculated values
HOMO	-9.237	eV
Kohn-Sham gap	0.3702	hartree
charge	0

(2)
Below is a single C5H11N3O molecule, with properties calculated with ωB97M-V/def2-TZVPD.

The geometry in XYZ format:
```
20
Properties=species:S:1:pos:R:3:lowdin_charge:R:1
N -0.50971 -0.56970 0.16898 -0.12
H -0.79900 1.64470 1.76267 0.08
C -0.33190 -1.99606 0.19033 -0.14
H -0.91628 -0.78378 -3.29071 0.08
H -0.76064 1.97302 -2.37636 0.08
C -0.15781 0.82523 2.08457 -0.03
N -0.61708 -0.91247 -2.32530 0.15
N 0.39165 0.14362 0.92680 -0.20
H -0.75063 0.13240 2.68643 0.09
C 1.73900 0.10735 0.72008 -0.33
C -0.75132 0.02315 -1.52106 -0.25
H -0.19111 -2.38785 1.19794 0.09
H 0.61752 1.61883 -1.23460 0.10
H -1.00630 1.91957 -0.62305 0.07
H 0.51352 -2.28122 -0.48281 0.07
C -0.46704 1.46871 -1.45162 -0.04
H 2.00026 -0.49367 -0.16099 0.14
H 0.63521 1.23365 2.70978 0.08
O 2.55011 0.77171 1.32659 0.02
H -1.18848 -2.43719 -0.30766 0.07
```

Calculated values
HOMO	-8.636	eV
Kohn-Sham gap	0.3410	hartree
charge	0

(3)
Below is 2 unconnected molecules or ions with the total composition C5H11N3O, with properties calculated with ωB97M-V/def2-TZVPD.

The geometry in XYZ format:
```
20
Properties=species:S:1:pos:R:3:lowdin_charge:R:1
H -2.06936 3.73847 -1.02033 0.08
O -0.56657 1.01077 -1.66308 0.03
H -0.52779 1.09566 0.84029 0.05
H -0.83743 2.78677 0.92922 0.10
H 1.47156 -3.82067 1.19984 0.08
H 0.45512 -0.93493 -1.13791 0.05
H 2.01161 -1.05544 -0.25630 0.09
C 1.11404 -2.90538 1.68561 -0.08
H -1.53971 3.21044 -2.61421 0.08
H -0.40504 4.04067 -1.55810 0.08
C -1.22161 3.31376 -1.57168 -0.02
N -1.18258 -1.80674 0.87559 0.08
C 0.36687 -2.12587 0.65056 -0.39
C 1.09273 -1.58947 -0.53912 -0.08
H 1.98821 -2.36879 2.07014 0.08
C -0.78871 1.99161 -0.98036 -0.59
H 0.46975 -3.19614 2.51500 0.07
H 1.37567 -2.44138 -1.16496 0.08
N -0.63847 1.98229 0.36488 0.16
N -0.56830 -0.92561 1.37492 0.07
```

Calculated values
HOMO	-8.592	eV
Kohn-Sham gap	0.3531	hartree
charge	0

Going by the computed energies, the most stable comes first: (1), (3), (2).

(1)
Below is a molecular structure, C5H11N3O, with properties calculated with ωB97M-V/def2-TZVPD.

The geometry in XYZ format:
```
20
Properties=species:S:1:pos:R:3:lowdin_charge:R:1
H -0.05190 -2.10314 0.28138 0.07
H 0.71856 -0.04849 -1.88968 0.12
H -0.73969 2.21622 1.78023 0.12
C 0.96174 0.33145 0.49190 -0.18
H -1.30115 -2.83810 -0.51928 0.08
H 1.04485 1.40687 0.65936 0.07
N -1.97560 -0.24693 0.18929 0.20
N -0.59318 -2.11737 -0.57415 0.08
C 2.31160 -0.24123 0.06755 -0.17
H 2.71722 0.30219 -0.78789 0.07
O -0.61544 1.43177 -1.26970 -0.14
C -0.05902 0.27325 -1.17984 -0.38
H -2.33566 2.45477 1.29363 0.13
C -1.51418 0.80212 0.59841 -0.23
H 2.23788 -1.29087 -0.22542 0.06
H -1.76379 -0.92901 -1.78080 0.14
C -1.12239 -0.84333 -0.89942 -0.36
N -1.59993 1.78273 1.47470 0.19
H 3.04313 -0.17374 0.87865 0.06
H 0.63696 -0.16915 1.41109 0.07
```

Calculated values
HOMO	-7.620	eV
Kohn-Sham gap	0.2873	hartree
charge	0

(2)
Below is a molecular structure, C5H11N3O, with properties calculated with ωB97M-V/def2-TZVPD.

The geometry in XYZ format:
```
20
Properties=species:S:1:pos:R:3:lowdin_charge:R:1
C 1.36707 -0.37771 -0.66086 -0.16
H -1.91194 -1.90182 -1.29765 0.08
N 1.33787 2.29932 -0.06466 -0.02
N 1.24300 1.35944 0.98436 -0.03
C -0.63760 -0.24888 -0.75443 -0.30
H -0.70612 -2.27920 -0.06126 0.07
C -0.87641 -1.72408 -0.98890 -0.11
H 1.79328 3.12245 0.30552 0.07
H 0.80180 -0.35407 2.55890 0.10
C -1.62841 0.36914 0.20177 -0.11
C 1.04857 0.09735 0.65297 -0.49
H -0.23639 -2.12842 -1.77462 0.07
H 0.41859 2.57434 -0.40998 0.07
H -1.36947 1.39144 0.47125 0.06
H -2.61993 0.39948 -0.25957 0.08
O 1.91148 -0.27045 -1.68800 0.19
H -0.56634 0.32772 -1.67687 0.11
H 1.50345 -1.59538 1.67646 0.10
H -1.70647 -0.22319 1.11557 0.08
N 0.83395 -0.83748 1.67001 0.12
```

Calculated values
HOMO	-7.246	eV
Kohn-Sham gap	0.2688	hartree
charge	0

Going by the computed energies, the most stable comes first: (1), (2).

(1)
Below is a single C4H6OS molecule, with properties calculated with ωB97M-V/def2-TZVPD.

The geometry in XYZ format:
```
12
Properties=species:S:1:pos:R:3:lowdin_charge:R:1
C -1.41310 0.34055 -0.02127 -0.55
H 2.31568 -1.23460 -0.86082 0.10
H 0.11863 -2.19867 -0.69333 0.16
O -0.94289 -0.37183 -1.04147 -0.12
S -0.01115 1.09246 0.84323 0.90
C 1.52055 -0.53638 -0.70555 -0.12
H 1.64793 0.36227 -1.23111 0.09
C 0.81682 -0.53404 0.64565 -0.44
H 1.19057 -1.16621 1.47165 0.12
C 0.17245 -1.10265 -0.60461 -0.34
H -1.98666 -0.28898 0.75759 0.11
H -2.14501 1.01662 -0.48929 0.10
```

Calculated values
HOMO	-8.762	eV
Kohn-Sham gap	0.3582	hartree
charge	0

(2)
Below is a molecular structure, C4H6OS, with properties calculated with ωB97M-V/def2-TZVPD.

The geometry in XYZ format:
```
12
Properties=species:S:1:pos:R:3:lowdin_charge:R:1
H -0.88252 -1.40094 -0.40000 0.02
H 0.85393 -1.95323 -0.98711 0.11
H -0.28302 1.01138 -0.59008 0.06
C -0.33117 2.22078 1.11531 -0.21
C 0.07582 -1.82597 -0.11151 -0.27
O 2.18573 -0.53011 0.68800 -0.58
H 0.13040 4.05412 2.22471 0.03
C -0.60897 1.00955 0.41420 -0.17
H -0.09770 -2.74030 0.25080 -0.03
S 0.81204 -0.71710 1.19764 0.91
C -0.24688 3.36898 1.49779 0.10
H -1.52935 0.60375 0.48428 0.02
```

Calculated values
HOMO (spin up / spin down)	-8.639 / -8.640	eV
Kohn-Sham gap (spin up / spin down)	0.3029 / 0.3029	hartree
charge	0

(3)
Below is a single C4H6OS molecule, with properties calculated with ωB97M-V/def2-TZVPD.

The geometry in XYZ format:
```
12
Properties=species:S:1:pos:R:3:lowdin_charge:R:1
C -0.05115 -0.68182 -0.86428 -0.20
C -1.13616 1.16751 0.54309 -0.04
H 0.36780 -0.56788 -1.86923 0.12
C 0.59650 -1.70119 -0.01498 -0.36
H -0.99444 1.84189 1.44895 0.08
H 1.77538 -1.54694 -0.19311 0.14
C -0.03933 0.56725 0.00637 -0.68
O 0.24972 -2.59373 0.65108 0.11
H 0.89847 2.47756 0.62402 -0.11
H -1.15764 -0.94147 -1.03983 0.14
S 1.58245 1.32180 0.33164 0.74
H -2.09160 0.65701 0.37628 0.06
```

Calculated values
HOMO	-9.002	eV
Kohn-Sham gap	0.3475	hartree
charge	0

Going by the computed energies, the most stable comes first: (1), (3), (2).

(1)
Below is a single C4H6OS molecule, with properties calculated with ωB97M-V/def2-TZVPD.

The geometry in XYZ format:
```
12
Properties=species:S:1:pos:R:3:lowdin_charge:R:1
C 0.13499 0.08599 -0.34711 -0.66
H 0.51552 -2.03376 0.16552 0.10
C -1.78663 1.83786 0.13515 0.09
C -0.24573 -1.28686 0.39984 -0.34
H 2.12432 0.72843 1.28716 -0.08
H -1.70576 -1.29311 -1.15689 0.23
H -0.18731 -1.14639 1.37827 0.07
S 1.92691 0.25958 -0.05876 0.72
O -1.50585 -1.58002 -0.05313 -0.12
C -0.90228 1.07406 -0.10303 -0.18
H -2.84988 2.23713 0.50752 0.10
H 0.11726 -0.27170 -1.32555 0.06
```

Calculated values
HOMO	-9.238	eV
Kohn-Sham gap	0.3611	hartree
charge	0

(2)
Below is a single C4H6OS molecule, with properties calculated with ωB97M-V/def2-TZVPD.

The geometry in XYZ format:
```
12
Properties=species:S:1:pos:R:3:lowdin_charge:R:1
H -0.92055 2.25742 1.43114 0.13
C -0.72795 -0.62386 -0.19389 -0.36
C -0.02226 -1.91104 0.02751 -0.05
O -3.53494 -0.19402 0.27315 -0.60
H 0.42277 -1.81513 0.94395 0.04
H -0.00753 2.70686 -0.13759 0.12
C -0.79457 0.65523 0.08183 -0.38
H 0.65302 1.70259 1.15978 0.04
S -2.39299 0.03980 -0.69232 0.95
H 0.76047 -2.08111 -0.67561 0.07
H -0.86034 -2.70260 -0.02532 0.12
C -0.20131 1.84642 0.60111 -0.09
```

Calculated values
HOMO	-9.069	eV
Kohn-Sham gap	0.3594	hartree
charge	0

Going by the computed energies, the most stable comes first: (2), (1).

(1)
Below is 2 unconnected molecules or ions with the total composition C4H6OS, with properties calculated with ωB97M-V/def2-TZVPD.

The geometry in XYZ format:
```
12
Properties=species:S:1:pos:R:3:lowdin_charge:R:1
O 0.26480 -0.75414 -3.26629 -0.58
H 0.99938 1.70326 2.92074 0.10
C -1.04060 1.08526 2.12214 0.09
H -1.17836 -0.39585 -1.51616 0.04
H 0.16921 2.12621 1.34616 0.04
C 0.10492 1.56595 2.22806 -0.16
H -0.51743 0.27434 -0.04295 0.02
S 1.27027 -1.27881 -2.32221 0.92
C 0.65004 -1.09732 -0.88411 -0.50
H -1.26462 -1.19395 0.00716 0.08
C -0.67887 -0.59547 -0.63938 -0.16
H 1.22125 -1.43948 0.04685 0.10
```

Calculated values
HOMO	-9.229	eV
Kohn-Sham gap	0.3233	hartree
charge	0

(2)
Below is a molecular structure, C4H6OS, with properties calculated with ωB97M-V/def2-TZVPD.

The geometry in XYZ format:
```
12
Properties=species:S:1:pos:R:3:lowdin_charge:R:1
S -2.17620 0.38282 1.10284 0.82
H -2.52479 -0.11189 -0.02967 -0.24
C 1.68843 0.47929 0.26281 -0.07
H -1.94831 -0.92796 -1.73822 0.09
H 1.76210 -1.35431 -0.92341 0.10
O 0.09408 -0.98741 0.01831 -0.08
C 1.30363 -0.60203 -0.41483 -0.12
H 0.41779 1.92152 1.20706 0.11
C 0.57306 0.92330 0.88796 -0.15
H 2.61774 0.97018 0.26172 0.10
H -1.34760 -0.85901 -1.22679 0.05
C -0.45993 0.16551 0.59219 -0.63
```

Calculated values
HOMO	-8.532	eV
Kohn-Sham gap	0.3466	hartree
charge	0

Going by the computed energies, the most stable comes first: (2), (1).

(1)
Below is a molecular structure, C4H6OS, with properties calculated with ωB97M-V/def2-TZVPD.

The geometry in XYZ format:
```
12
Properties=species:S:1:pos:R:3:lowdin_charge:R:1
H -0.92483 -0.84051 -0.84561 0.12
H -0.86197 -1.83208 0.80790 0.07
C 0.31446 1.26272 0.54561 -0.31
H -0.66346 1.63497 0.25241 0.09
S 2.28622 -0.01644 0.47136 0.86
H 0.61618 -2.00420 -0.11375 0.11
H 0.44411 1.90603 1.35416 0.05
C 0.42682 -0.25279 0.89079 -0.29
O 2.65064 -1.03846 -0.46778 -0.55
C -0.30987 -1.24755 0.06113 -0.13
H 1.21977 1.04728 -1.56800 0.09
C 1.60134 1.38494 -0.51837 -0.12
```

Calculated values
HOMO (spin up / spin down)	-9.003 / -9.032	eV
Kohn-Sham gap (spin up / spin down)	0.2979 / 0.2877	hartree
charge	0

(2)
Below is a single C4H6OS molecule, with properties calculated with ωB97M-V/def2-TZVPD.

The geometry in XYZ format:
```
12
Properties=species:S:1:pos:R:3:lowdin_charge:R:1
O -1.23950 -1.22131 0.16064 -0.08
C -0.75357 -0.01929 0.69730 -0.36
H 1.30186 -0.71244 -1.32796 0.10
H 2.67341 -0.61211 -0.27446 0.07
C 1.68686 -0.21015 -0.36102 -0.43
C -1.70818 0.02703 -0.53141 -0.05
S 1.21971 1.50099 -0.45779 0.85
H -1.15047 0.24918 -1.49905 0.10
H -2.79456 0.43613 -0.45767 0.13
C 0.70903 0.23065 0.68757 -0.56
H -1.11037 0.25525 1.82329 0.18
H 1.16578 0.07607 1.54057 0.05
```

Calculated values
HOMO	-8.791	eV
Kohn-Sham gap	0.3558	hartree
charge	0

Going by the computed energies, the most stable comes first: (2), (1).